Record 1
Formula: C5H13NO
Source: OMol25
Level of theory: the ωB97M-V functional and the def2-TZVPD basis

Cartesian coordinates (Å):
C  -0.249  2.448  -0.244
C  -1.109  1.249  0.318
C  -1.393  0.288  -0.926
C  -0.057  -0.406  -1.205
C  0.107  -1.563  -0.511
N  1.294  -2.250  -0.620
H  0.012  2.908  0.733
H  -0.781  3.141  -0.850
H  0.687  2.344  -0.713
H  -0.582  0.591  1.085
H  -2.060  1.561  0.719
H  -2.083  -0.503  -0.840
H  -1.746  0.898  -1.712
H  0.499  0.014  -1.971
H  -0.579  -1.981  0.327
H  1.935  -2.156  -1.371
H  1.404  -3.170  -0.304
O  1.280  -1.316  2.912
H  1.254  -1.301  1.972
H  2.169  -0.797  3.199

Properties
- LUMO energy (eV) = 0.9368
- net charge = 0
- SMILES = CCC/C=C/N.O
- HOMO level (eV) = -7.7
- orbital gap (eV) = 8.68
- spin multiplicity = 1

Record 2
Formula: C5H10NOP
Source: OMol25
Level of theory: the ωB97M-V functional and the def2-TZVPD basis

Cartesian coordinates (Å):
C  -2.270  0.152  -0.330
N  -0.920  -0.186  0.042
C  -0.187  0.658  0.954
C  0.987  1.340  0.253
C  1.778  0.318  -0.544
P  1.490  -1.310  -0.123
C  -0.293  -1.234  -0.515
O  -0.785  -1.993  -1.331
H  -2.573  -0.516  -1.136
H  -2.947  0.021  0.521
H  -2.328  1.187  -0.677
H  0.218  0.032  1.767
H  -0.875  1.386  1.389
H  0.621  2.098  -0.449
H  1.588  1.856  1.007
H  2.831  0.582  -0.657
H  1.668  -2.281  0.957
H  1.995  -2.109  -1.128

Properties
- LUMO energy (eV) = 0.8678
- net charge = 0
- SMILES = CN1CCC=[PH2]C1=O
- HOMO level (eV) = -7.7
- orbital gap (eV) = 8.53
- spin multiplicity = 1

Record 3
Formula: C4H13N2
Source: OMol25
Level of theory: the ωB97M-V functional and the def2-TZVPD basis

Cartesian coordinates (Å):
C  -0.579  1.614  1.063
N  -1.036  0.469  0.244
C  -2.225  0.786  -0.607
H  -0.263  2.415  0.400
H  -1.358  1.975  1.730
H  0.308  1.317  1.628
H  -1.326  -0.332  0.806
H  -3.078  1.142  -0.031
H  -2.475  -0.150  -1.132
H  -1.915  1.461  -1.401
C  1.442  -1.751  -0.222
C  2.455  -1.432  0.674
N  1.057  -0.870  -1.224
H  0.892  -2.686  -0.201
H  2.736  -2.053  1.517
H  2.906  -0.442  0.629
H  -0.250  0.144  -0.386
H  1.787  -0.175  -1.414
H  0.923  -1.431  -2.071

Properties
- LUMO energy (spin up / spin down) (eV) = -8.7850 / -12.6020
- net charge = +2
- HOMO level (spin up / spin down) (eV) = -20.5 / -21.5
- orbital gap (spin up / spin down) (eV) = 11.68 / 8.95
- expectation value of S² = 0.76
- spin multiplicity = 2

Record 4
Formula: C21H28N2O3S
Source: OMol25
Level of theory: the ωB97M-V functional and the def2-TZVPD basis

Cartesian coordinates (Å):
C  4.475  2.389  0.943
C  3.125  1.672  0.953
C  1.984  2.656  0.682
C  3.086  0.546  -0.055
C  3.335  0.780  -1.397
C  3.283  -0.241  -2.330
C  2.946  -1.516  -1.922
C  2.676  -1.776  -0.590
C  2.767  -0.757  0.349
O  2.570  -0.943  1.700
C  2.109  -2.197  2.146
C  0.645  -2.445  1.757
O  0.204  -3.542  1.493
N  -0.077  -1.310  1.783
C  -1.465  -1.226  1.411
C  -1.685  -0.091  0.389
C  -0.986  -0.361  -0.910
C  -0.485  0.571  -1.767
C  0.041  0.013  -2.951
C  -0.066  -1.338  -2.978
S  -0.801  -1.958  -1.557
N  -3.081  0.230  0.125
C  -3.917  -0.879  -0.297
C  -5.229  -0.304  -0.835
O  -5.893  0.458  0.146
C  -5.071  1.507  0.597
C  -3.753  0.977  1.169
H  4.505  3.141  1.729
H  4.649  2.884  -0.009
H  5.281  1.679  1.113
H  2.981  1.239  1.947
H  2.110  3.131  -0.288
H  1.027  2.138  0.684
H  1.963  3.431  1.445
H  3.578  1.780  -1.722
H  3.495  -0.038  -3.369
H  2.888  -2.322  -2.639
H  2.389  -2.774  -0.302
H  2.174  -2.156  3.238
H  2.734  -3.024  1.795
H  0.406  -0.450  1.999
H  -1.744  -2.195  0.992
H  -2.076  -1.033  2.302
H  -1.246  0.827  0.807
H  -0.498  1.626  -1.561
H  0.477  0.594  -3.743
H  0.245  -2.019  -3.744
H  -3.413  -1.436  -1.087
H  -4.146  -1.562  0.537
H  -5.915  -1.103  -1.118
H  -5.012  0.325  -1.712
H  -5.640  2.037  1.363
H  -4.847  2.191  -0.235
H  -3.127  1.818  1.474
H  -3.976  0.355  2.053

Properties
- LUMO energy (eV) = 0.6412
- net charge = 0
- SMILES = CC(C)c1ccccc1OCC(=O)NC[C@@H](c1cccs1)N1CCOCC1
- HOMO level (eV) = -8.3
- orbital gap (eV) = 8.92
- spin multiplicity = 1

Record 5
Formula: H2LiO
Source: OMol25
Level of theory: the ωB97M-V functional and the def2-TZVPD basis

Cartesian coordinates (Å):
O  0.651  0.365  1.793
H  1.301  1.104  1.800
H  0.538  0.125  2.741
Li  0.034  0.019  0.092

Properties
- LUMO energy (eV) = -5.0039
- net charge = +1
- HOMO level (eV) = -18.4
- orbital gap (eV) = 13.41
- spin multiplicity = 1

Record 6
Formula: C43H52CdN6OSi
Source: OMol25
Level of theory: the ωB97M-V functional and the def2-TZVPD basis

Cartesian coordinates (Å):
Cd  -0.291  -0.005  0.760
C  -1.717  -3.670  2.519
C  -1.297  -3.046  3.813
C  -1.970  -3.293  4.999
C  -1.548  -2.728  6.190
C  -0.472  -1.860  6.191
C  0.221  -1.579  5.022
C  1.334  -0.572  5.014
C  -0.172  -2.211  3.835
N  0.544  -2.007  2.657
C  1.661  -2.577  2.451
C  2.297  -3.553  3.402
C  2.379  -2.321  1.186
C  3.724  -2.973  0.998
N  1.800  -1.610  0.308
C  2.376  -1.321  -0.927
C  3.436  -0.413  -1.045
C  3.953  0.316  0.159
C  3.958  -0.160  -2.303
C  3.447  -0.792  -3.420
C  2.381  -1.664  -3.293
C  1.822  -1.934  -2.058
C  0.641  -2.841  -1.906
H  -2.659  -4.202  2.632
H  -0.959  -4.376  2.178
H  -1.824  -2.900  1.753
H  -2.828  -3.949  4.994
H  -2.062  -2.952  7.113
H  -0.159  -1.402  7.118
H  1.327  0.007  5.936
H  1.208  0.101  4.166
H  2.313  -1.043  4.923
H  1.691  -3.678  4.295
H  3.289  -3.217  3.694
H  2.399  -4.520  2.914
H  3.645  -4.051  1.118
H  4.438  -2.605  1.733
H  4.101  -2.762  0.001
H  3.126  0.567  0.823
H  4.450  1.232  -0.152
H  4.670  -0.289  0.717
H  4.759  0.556  -2.409
H  3.869  -0.595  -4.393
H  1.961  -2.130  -4.171
H  0.331  -3.233  -2.871
H  -0.174  -2.253  -1.479
H  0.850  -3.674  -1.235
N  -4.639  -0.331  3.428
C  -4.135  -0.107  4.679
C  -2.785  0.025  4.518
N  -2.450  -0.123  3.216
C  -3.575  -0.330  2.571
C  -3.665  -0.500  1.149
N  -2.673  -0.898  0.380
C  -3.138  -0.871  -0.895
C  -4.436  -0.449  -0.906
N  -4.772  -0.230  0.402
H  -5.604  -0.508  3.205
H  -4.761  -0.050  5.545
H  -2.036  0.218  5.256
H  -2.483  -1.113  -1.708
H  -5.126  -0.281  -1.707
H  -5.642  0.149  0.737
C  -0.339  -0.161  -5.097
C  -1.053  0.987  -4.384
C  -1.022  2.222  -5.286
C  -2.513  0.572  -4.196
Si  -0.277  1.352  -2.638
O  -0.436  0.180  -1.619
C  1.499  2.076  -2.714
C  1.985  2.612  -1.525
C  3.201  3.267  -1.460
C  3.969  3.416  -2.603
C  3.511  2.892  -3.798
C  2.298  2.220  -3.839
C  -1.134  2.960  -2.022
C  -0.817  4.213  -2.535
C  -1.376  5.368  -2.022
C  -2.254  5.299  -0.954
C  -2.564  4.064  -0.407
C  -2.012  2.915  -0.946
H  -0.870  -0.442  -6.011
H  -0.289  -1.031  -4.447
H  0.676  0.119  -5.369
H  -1.480  2.003  -6.254
H  0.001  2.548  -5.464
H  -1.570  3.044  -4.829
H  -3.022  0.499  -5.161
H  -3.047  1.290  -3.577
H  -2.568  -0.401  -3.716
H  1.377  2.526  -0.633
H  3.547  3.681  -0.521
H  4.910  3.950  -2.563
H  4.097  3.013  -4.702
H  1.974  1.800  -4.781
H  -0.106  4.288  -3.347
H  -1.115  6.330  -2.444
H  -2.685  6.201  -0.542
H  -3.221  4.002  0.452
H  -2.253  1.947  -0.518
C  0.114  1.712  2.002
H  1.170  1.812  2.242
H  -0.449  1.624  2.925
H  -0.208  2.611  1.484

Properties
- LUMO energy (eV) = -0.1506
- net charge = 0
- HOMO level (eV) = -7.8
- orbital gap (eV) = 7.68
- spin multiplicity = 1

Calculated total energy, record by record: -328.22617 -667.77327 -268.98459 -1550.42580 -83.76179 -2530.85050 Ha
ΔE to the lowest compared entry with this formula, charge and spin, record by record: 58.2 58.1 13.7 48.8 1.4 13.7 kcal per mole